[1]
The following is a DFT calculation (ωB97M-V with the def2-TZVPD basis set) of a cluster of 10 separate species, C61H57ClF9NO in total.

Properties
* total energy: -3847.45486 Ha
* spin multiplicity: 1
* maximum force: 8.33 eV Å⁻¹
* Kohn-Sham gap: 9.4 eV

Last column: Löwdin charge in e.
Positions of all 130 atoms, in Å:
Cl (1.945, -1.798, 0.084)  0.491
F (-8.851, -9.437, -0.051)  0.058
F (-8.941, -6.461, 5.570)  0.047
F (-3.429, -4.668, 5.211)  0.036
F (8.364, 1.508, -1.154)  0.045
F (-11.883, -3.364, 0.779)  0.059
F (-2.066, 1.379, 0.432)  0.045
F (2.529, 1.363, -3.075)  0.033
F (-1.573, 7.667, 2.845)  0.054
F (9.820, 3.875, -5.820)  0.056
O (5.232, 5.164, 1.369)  -0.058
N (5.521, 2.821, 2.484)  0.003
C (-5.512, -6.059, 6.681)  -0.074
C (5.091, 1.394, 2.085)  -0.151
C (-10.712, -4.674, 2.353)  -0.014
C (-6.893, -9.598, -3.666)  -0.098
C (-7.852, -6.509, 6.349)  -0.285
C (-3.510, -1.262, 2.905)  -0.097
C (3.166, 1.311, -4.253)  -0.281
C (-2.619, 4.250, 2.578)  -0.079
C (-1.608, 7.983, 0.508)  -0.024
C (9.386, 3.225, -2.406)  -0.013
C (9.739, 7.281, -8.126)  -0.098
C (9.154, 6.121, -6.090)  -0.022
C (-6.227, -9.972, -2.497)  -0.082
C (0.385, 7.506, -0.771)  -0.097
C (3.158, 1.630, -6.637)  -0.082
C (-2.062, 2.163, 1.519)  -0.307
C (-3.456, -3.559, 4.460)  -0.283
C (5.334, 3.832, 1.348)  -0.262
C (2.493, 1.679, -5.412)  -0.015
C (9.132, 7.278, -6.869)  -0.082
C (0.986, 0.877, -0.113)  -0.140
C (10.357, 4.222, -2.502)  -0.078
C (-4.095, -2.422, 4.941)  -0.015
C (-1.502, 1.692, 2.701)  -0.039
C (-9.977, -5.823, 2.643)  -0.072
C (-2.618, 3.436, 1.446)  -0.009
C (4.221, 1.706, 0.707)  -0.301
C (-9.700, -6.746, 1.633)  -0.085
C (4.486, 1.202, -6.691)  -0.096
C (5.226, 2.818, 0.023)  -0.070
C (-11.172, -4.465, 1.057)  -0.293
C (-5.597, -6.607, 7.963)  -0.092
C (9.793, 4.984, -6.571)  -0.291
C (-4.117, -1.266, 4.162)  -0.075
C (9.301, 2.461, -1.248)  -0.293
C (-2.876, -2.411, 2.427)  -0.073
C (-10.906, -5.381, 0.045)  -0.017
C (11.151, 3.660, -0.285)  -0.081
C (5.152, 0.828, -5.522)  -0.078
C (0.389, 7.191, 1.625)  -0.015
C (10.405, 4.979, -7.820)  -0.018
C (-0.943, 7.933, -0.717)  -0.087
C (-0.935, 7.614, 1.668)  -0.300
C (-8.221, -9.170, -3.612)  -0.081
C (-2.844, -3.564, 3.211)  -0.013
C (4.490, 0.888, -4.295)  -0.015
C (1.051, 7.131, 0.399)  -0.076
C (11.240, 4.436, -1.443)  -0.092
C (-6.813, -7.105, 8.435)  -0.086
C (-1.493, 2.511, 3.830)  -0.078
C (-6.645, -6.015, 5.868)  -0.007
C (-8.886, -9.121, -2.387)  -0.025
C (-8.213, -9.490, -1.228)  -0.289
C (10.373, 6.132, -8.605)  -0.082
C (-10.162, -6.525, 0.333)  -0.075
C (2.233, -0.023, 0.532)  -0.663
C (-6.889, -9.912, -1.271)  -0.015
C (-2.053, 3.787, 3.769)  -0.091
C (10.173, 2.671, -0.185)  -0.018
C (3.667, 0.446, -0.189)  -0.186
C (-7.948, -7.050, 7.626)  -0.020
H (-3.531, -0.362, 2.295)  0.091
H (4.374, 0.825, 2.848)  0.131
H (5.004, 1.160, -7.646)  0.102
H (-0.035, 0.283, 0.057)  0.072
H (3.218, 2.333, 0.867)  0.144
H (-6.595, -5.601, 4.866)  0.117
H (-11.280, -5.197, -0.957)  0.113
H (2.084, 6.795, 0.353)  0.106
H (11.843, 3.826, 0.538)  0.105
H (8.643, 8.175, -6.497)  0.106
H (-10.928, -3.942, 3.123)  0.115
H (-6.375, -9.641, -4.622)  0.101
H (1.147, 0.987, -1.271)  0.074
H (-2.643, 8.304, 0.567)  0.114
H (0.903, 7.463, -1.726)  0.100
H (8.697, 3.039, -3.224)  0.112
H (0.893, 6.912, 2.544)  0.117
H (-6.876, -7.535, 9.432)  0.104
H (-3.059, 5.244, 2.534)  0.102
H (-1.049, 2.154, 4.756)  0.106
H (-1.079, 0.694, 2.733)  0.112
H (10.084, 2.063, 0.710)  0.115
H (-8.903, -7.424, 7.981)  0.115
H (-3.046, 3.782, 0.511)  0.118
H (-9.124, -7.641, 1.858)  0.096
H (6.185, 0.491, -5.567)  0.106
H (-4.606, -0.369, 4.534)  0.108
H (-4.565, -5.669, 6.317)  0.080
H (6.241, 2.448, -0.452)  0.113
H (10.425, 4.830, -3.400)  0.090
H (1.458, 2.001, -5.353)  0.116
H (8.680, 6.098, -5.114)  0.113
H (9.718, 8.182, -8.737)  0.101
H (4.994, 0.609, -3.376)  0.110
H (5.929, 0.661, 1.702)  0.130
H (-2.408, -2.407, 1.446)  0.108
H (5.031, 3.060, 3.384)  0.126
H (10.841, 6.136, -9.586)  0.105
H (2.299, 0.183, 1.700)  0.114
H (-8.736, -8.875, -4.523)  0.106
H (-5.194, -10.309, -2.542)  0.105
H (-4.713, -6.646, 8.595)  0.101
H (12.000, 5.211, -1.518)  0.102
H (2.643, 1.925, -7.548)  0.106
H (10.900, 4.080, -8.171)  0.116
H (-1.458, 8.228, -1.628)  0.104
H (3.472, 0.759, -1.319)  0.100
H (-2.050, 4.425, 4.650)  0.103
H (-4.569, -2.445, 5.917)  0.117
H (-6.385, -10.191, -0.351)  0.116
H (4.469, -0.416, -0.090)  0.114
H (0.896, 1.920, 0.451)  0.093
H (-9.921, -8.800, -2.328)  0.112
H (4.626, 3.317, -0.881)  0.133
H (-2.349, -4.463, 2.860)  0.117
H (-9.942, -7.244, -0.452)  0.076
H (-9.621, -5.999, 3.655)  0.080

***

[2]
The following is a DFT calculation (ωB97M-V with the def2-TZVPD basis set) of a cluster of 9 separate species, C61H58BrF9INO2 in total.

Properties
* total energy: -6334.87800 Ha
* spin multiplicity: 1
* maximum force: 1.91 eV Å⁻¹
* Kohn-Sham gap: 9.3 eV

Last column: Löwdin charge in e.
Positions of all 133 atoms, in Å:
I (-8.000, 0.441, -2.650)  0.898
Br (-3.269, -1.189, -0.770)  0.922
F (4.550, 5.304, -0.115)  0.053
F (-7.369, -7.653, -3.228)  0.054
F (1.182, -0.409, 7.526)  0.053
F (1.379, 1.831, 0.411)  0.067
F (0.560, -2.786, 4.966)  0.040
F (5.598, 0.779, 3.896)  0.042
F (-3.791, 2.812, -4.059)  0.078
F (-3.403, -1.693, 2.639)  0.022
F (1.755, -3.338, -4.961)  0.056
O (-4.795, -0.375, -2.963)  -0.053
O (-5.009, 0.305, -5.094)  0.172
N (-2.088, 1.138, -2.319)  0.010
C (9.153, 1.420, 3.924)  -0.082
C (4.128, -3.242, 2.992)  -0.093
C (9.228, 2.472, 3.022)  -0.094
C (5.372, 3.278, -3.584)  -0.096
C (-0.323, -0.458, -3.129)  -0.220
C (4.818, 4.637, -1.256)  -0.283
C (-4.343, 1.846, -3.282)  -0.203
C (-4.752, 0.550, -3.967)  -0.468
C (-3.526, 2.535, -1.046)  -0.116
C (3.331, -2.126, -6.214)  -0.019
C (5.856, 5.075, -2.055)  -0.020
C (-2.471, -2.289, 6.070)  -0.080
C (2.728, 4.337, 2.632)  -0.084
C (-3.502, 1.372, -2.094)  -0.407
C (-2.366, -2.109, 4.699)  -0.023
C (1.587, 5.079, 2.900)  -0.073
C (0.375, 4.718, 2.325)  -0.059
C (-7.689, -5.332, -3.423)  -0.016
C (-3.515, -1.881, 3.972)  -0.283
C (2.813, 1.520, 4.939)  -0.059
C (2.600, -0.949, -8.183)  -0.098
C (6.795, 1.336, 3.610)  -0.279
C (-3.715, -2.245, 6.686)  -0.091
C (-4.858, -2.017, 5.930)  -0.085
C (2.865, -2.286, 4.805)  -0.004
C (3.612, -1.320, -7.308)  -0.086
C (0.506, 1.186, 4.357)  -0.045
C (-4.763, -1.828, 4.559)  -0.021
C (-7.029, -6.483, -3.805)  -0.289
C (-7.331, -4.131, -4.018)  -0.087
C (1.447, 2.896, 1.233)  -0.312
C (4.051, 3.539, -1.589)  -0.008
C (-2.778, 1.794, 1.397)  0.119
C (-5.686, -5.266, -5.351)  -0.082
C (2.984, -3.872, 2.523)  -0.083
C (1.011, -2.202, -6.878)  -0.021
C (1.301, -1.389, -7.965)  -0.083
C (1.370, 0.295, 6.389)  -0.310
C (8.074, 2.951, 2.416)  -0.077
C (1.743, -2.928, 4.322)  -0.262
C (2.662, 3.229, 1.798)  -0.089
C (4.332, 2.859, -2.765)  -0.074
C (-6.031, -6.473, -4.758)  -0.019
C (-6.835, -0.362, -1.006)  -0.710
C (2.033, -2.555, -6.020)  -0.294
C (-5.562, 0.457, -0.784)  -0.255
C (-6.669, -1.874, -1.103)  -0.163
C (0.299, 3.622, 1.478)  -0.003
C (4.066, -2.454, 4.133)  -0.071
C (1.779, -3.720, 3.192)  -0.015
C (-1.747, 0.144, -3.357)  -0.206
C (2.622, 0.812, 6.117)  -0.033
C (7.927, 0.845, 4.227)  -0.016
C (6.132, 4.384, -3.226)  -0.085
C (0.306, 0.471, 5.529)  -0.014
C (6.845, 2.378, 2.707)  -0.012
C (-3.062, 2.141, 0.286)  -0.132
C (-4.368, 0.143, -1.713)  -0.667
C (1.757, 1.708, 4.059)  -0.069
C (-6.333, -4.095, -4.981)  -0.086
C (0.405, 0.083, -1.898)  -0.127
H (-0.419, -1.535, -3.003)  0.097
H (2.803, -1.671, 5.685)  0.094
H (-2.436, -0.689, -3.330)  0.076
H (-3.795, -2.389, 7.756)  0.101
H (0.510, -1.099, -8.642)  0.105
H (-0.319, 1.335, 3.672)  0.093
H (3.783, 1.924, 4.710)  0.088
H (1.908, 2.260, 3.141)  0.036
H (8.130, 3.772, 1.714)  0.106
H (-1.415, -2.146, 4.195)  0.099
H (5.934, 2.729, 2.242)  0.103
H (-4.910, -5.242, -6.103)  0.104
H (7.845, 0.028, 4.931)  0.117
H (0.877, -4.208, 2.847)  0.118
H (-0.149, -0.112, -0.987)  0.053
H (1.640, 5.938, 3.554)  0.105
H (-5.846, 1.505, -0.820)  0.091
H (3.433, 0.657, 6.818)  0.122
H (3.673, 4.622, 3.072)  0.114
H (10.186, 2.919, 2.790)  0.101
H (10.051, 1.043, 4.394)  0.105
H (0.616, 1.143, -2.005)  0.058
H (0.007, -2.560, -6.694)  0.118
H (3.537, 2.629, 1.581)  0.126
H (1.353, -0.448, -1.813)  0.072
H (-1.753, 0.587, -4.354)  0.121
H (-7.594, -2.318, -1.456)  0.049
H (-2.604, 1.455, 2.388)  0.034
H (2.823, -0.319, -9.032)  0.100
H (3.248, 3.223, -0.937)  0.095
H (-7.466, -0.169, -0.146)  0.070
H (-0.634, 3.324, 1.017)  0.090
H (6.431, 5.942, -1.762)  0.116
H (-2.897, 3.337, -1.430)  0.131
H (-5.866, -2.184, -1.759)  0.050
H (5.589, 2.744, -4.499)  0.100
H (-5.536, -7.396, -5.027)  0.116
H (-1.578, -2.463, 6.656)  0.105
H (-8.468, -5.383, -2.674)  0.117
H (-0.517, 5.294, 2.536)  0.108
H (-6.468, -2.253, -0.101)  0.084
H (3.028, -4.484, 1.632)  0.104
H (-1.733, 2.023, -2.666)  0.126
H (-5.228, 0.279, 0.233)  0.096
H (-4.519, 2.964, -0.947)  0.117
H (-6.059, -3.154, -5.441)  0.103
H (4.104, -2.420, -5.516)  0.117
H (-5.639, -1.641, 3.952)  0.114
H (6.945, 4.710, -3.861)  0.104
H (0.287, -0.295, -4.015)  0.092
H (4.625, -0.981, -7.477)  0.103
H (-0.658, 0.048, 5.774)  0.104
H (-5.828, -1.985, 6.409)  0.103
H (4.957, -1.961, 4.500)  0.099
H (-7.832, -3.218, -3.727)  0.089
H (3.735, 2.000, -3.041)  0.104
H (-5.300, 2.217, -2.898)  0.146
H (5.067, -3.365, 2.469)  0.100

***

Values for HOMO, eV, ordered as above
-8.91; -8.94